A structure of composition C28H39N5O4SV. Source: OMol25; level of theory: ωB97M-V with the def2-TZVPD basis set.

```
! wB97M-V def2-TZVPD RIJCOSX def2/J DEFGRID3
* xyz 4 2
V -0.457 -0.436 1.397
C 5.238 3.353 0.668
C 4.163 2.320 0.848
C 4.212 1.096 0.189
C 3.269 0.089 0.430
C 3.364 -1.233 -0.160
N 3.501 -1.498 -1.412
C 3.450 -0.580 -2.575
C 2.197 0.299 -2.632
C 0.865 -0.454 -2.518
N -0.209 0.336 -3.151
C -1.490 0.282 -3.042
C -2.365 -0.465 -2.145
C -3.530 -0.963 -2.740
C -4.515 -1.644 -2.025
C -5.734 -2.183 -2.712
C -4.344 -1.726 -0.652
C -3.221 -1.200 0.004
C -3.254 -1.120 1.459
N -2.295 -0.716 2.210
C -2.575 -0.354 3.606
C -2.564 1.168 3.671
C -1.170 1.760 3.670
N -0.197 1.238 2.642
C 0.929 1.872 2.692
C 2.100 1.574 1.913
C 3.086 2.541 1.702
C 2.225 0.314 1.332
O 1.337 -0.652 1.586
C -2.209 -0.586 -0.753
O -1.176 0.022 -0.142
H 5.759 3.232 -0.281
H 4.831 4.362 0.714
H 5.981 3.265 1.463
H 5.047 0.898 -0.475
H 3.297 -2.095 0.496
H 3.614 -2.478 -1.649
H 4.338 0.048 -2.576
H 3.512 -1.220 -3.454
H 2.238 1.076 -1.871
H 2.256 0.807 -3.599
H 0.899 -1.415 -3.040
H 0.601 -0.643 -1.483
H 0.126 0.992 -3.853
H -2.014 0.889 -3.778
H -3.674 -0.818 -3.806
H -5.458 -2.868 -3.514
H -6.385 -2.710 -2.020
H -6.308 -1.372 -3.164
H -5.128 -2.178 -0.054
H -4.209 -1.362 1.925
H -3.544 -0.754 3.906
H -1.813 -0.790 4.255
H -3.170 1.565 2.854
H -3.044 1.492 4.595
H -1.245 2.838 3.525
H -0.711 1.584 4.644
H 1.007 2.725 3.368
H 2.999 3.499 2.204
C 1.357 4.300 -1.031
S 0.310 2.843 -0.819
C -1.228 3.643 -0.310
H 0.916 4.977 -1.760
H 2.328 3.970 -1.396
H 1.488 4.821 -0.083
H -1.078 4.216 0.604
H -1.971 2.865 -0.130
H -1.590 4.307 -1.092
N 0.442 -5.759 0.445
C -0.312 -4.695 1.183
C 0.090 -3.317 0.643
O 0.912 -3.223 -0.250
O -0.539 -2.357 1.240
H 1.023 -6.331 1.063
H 1.052 -5.281 -0.237
H -0.172 -6.400 -0.063
H -0.082 -4.751 2.245
H -1.382 -4.849 1.061
*
```

Frontier orbital gap (alpha / beta) in Ha: 0.2071 / 0.2295
Highest occupied orbital energy (alpha / beta) in eV: -18.224 / -18.223
Expectation value of S²: 0.765

Results of the natural (NBO) charge analysis, in e, for atoms 1 through 4: 1.75, -0.65, 0.01, -0.10

A structure of composition C28H40As3F3N4Y. Source: OMol25; level of theory: ωB97M-V with the def2-TZVPD basis set.

```
! wB97M-V def2-TZVPD RIJCOSX def2/J DEFGRID3
* xyz 1 1
Y -1.324 0.833 -1.268
C -1.668 0.482 2.899
As -0.469 1.287 1.602
C -0.550 3.150 2.168
C 1.298 0.826 2.325
C 2.016 -0.390 1.711
C 1.049 -1.531 1.404
C 2.744 -0.002 0.408
As 1.748 0.845 -1.071
C 2.786 0.145 -2.561
C 2.472 2.654 -0.971
C 3.127 -0.837 2.682
As 2.855 -1.794 4.407
C 2.279 -3.553 3.753
C 1.109 -1.198 5.089
H -1.367 0.758 3.910
H -1.646 -0.601 2.784
H -2.682 0.828 2.704
H -0.391 3.224 3.244
H -1.525 3.566 1.919
H 0.229 3.719 1.660
H 1.144 0.669 3.392
H 1.926 1.717 2.226
H 0.382 -1.273 0.579
H 0.433 -1.794 2.264
H 1.593 -2.427 1.098
H 3.185 -0.902 -0.024
H 3.567 0.683 0.635
H 3.847 0.346 -2.418
H 2.448 0.607 -3.488
H 2.623 -0.930 -2.621
H 3.560 2.625 -0.929
H 2.093 3.150 -0.077
H 2.154 3.227 -1.842
H 3.735 0.033 2.946
H 3.804 -1.519 2.156
H 3.008 -3.925 3.034
H 1.292 -3.544 3.297
H 2.272 -4.232 4.605
H 1.173 -0.180 5.471
H 0.884 -1.851 5.934
H 0.297 -1.276 4.369
N -1.338 2.169 -5.561
C -1.496 0.847 -5.918
C -1.386 0.133 -4.766
N -1.153 0.992 -3.720
C -1.136 2.210 -4.230
C -0.961 3.360 -3.354
N -0.822 3.181 -2.055
C -0.732 4.438 -1.505
C -0.818 5.374 -2.486
N -0.960 4.671 -3.663
H -1.379 2.948 -6.196
H -1.674 0.552 -6.936
H -1.464 -0.930 -4.612
H -0.632 4.587 -0.445
H -0.796 6.448 -2.465
H -1.065 5.083 -4.574
F -3.527 1.237 -1.762
C -3.339 1.867 -0.331
F -4.333 1.296 0.352
F -3.724 3.131 -0.545
C -2.713 -4.120 1.594
C -3.207 -2.805 1.452
C -2.715 -1.993 0.468
C -1.703 -2.432 -0.425
C -1.151 -1.540 -1.404
C -0.180 -2.066 -2.230
C 0.273 -3.407 -2.140
C -0.230 -4.229 -1.176
C -1.230 -3.759 -0.284
C -1.754 -4.586 0.741
H -3.106 -4.762 2.372
H -3.986 -2.448 2.114
H -3.129 -0.994 0.348
H 0.288 -1.442 -2.991
H 1.028 -3.772 -2.827
H 0.119 -5.251 -1.082
H -1.382 -5.600 0.836
*
```

Frontier orbital gap in Ha: 0.2643
Highest occupied orbital energy in eV: -9.970

Results of the Mulliken charge analysis, in e, for atoms 1 through 4: -0.23, -1.27, 1.52, -1.42

A structure of composition C28H40B3Br51INO3S2 in a non-equilibrium geometry. Source: OMol25; level of theory: ωB97M-V with the def2-TZVPD basis set.

```
! wB97M-V def2-TZVPD RIJCOSX def2/J DEFGRID3
* xyz 0 1
C 2.652 -0.849 3.660
C 3.288 -2.083 2.960
C 2.485 -3.421 3.135
I 3.355 -4.451 4.869
B 0.911 -3.251 3.356
O 0.271 -4.208 4.210
B -0.834 -4.782 3.555
O -1.261 -4.250 2.323
B -1.136 -2.822 2.303
C -2.380 -2.002 1.737
C -2.006 -0.682 0.944
C -2.299 -0.827 -0.595
S -0.831 -0.820 -1.700
C 0.487 -1.839 -0.962
S 1.479 -1.103 0.161
N 0.663 -3.177 -1.379
C -0.331 -4.077 -0.796
C -0.522 -5.402 -1.598
C 2.034 -3.658 -1.227
C 3.062 -2.896 -2.150
O 0.085 -2.282 2.756
H 1.922 -0.393 2.961
H 2.214 -1.061 4.650
H 3.443 -0.085 3.786
H 4.274 -2.243 3.444
H 3.530 -1.893 1.897
H 2.704 -4.062 2.263
H -1.421 -5.685 4.032
H -2.967 -2.691 1.110
H -2.991 -1.708 2.619
H -2.717 0.083 1.323
H -0.999 -0.308 1.186
H -2.891 0.063 -0.890
H -2.973 -1.694 -0.778
H 0.018 -4.376 0.220
H -1.329 -3.597 -0.727
H -0.491 -5.269 -2.693
H 0.349 -6.045 -1.345
H -1.412 -5.965 -1.269
H 2.055 -4.711 -1.580
H 2.382 -3.703 -0.170
H 2.514 -2.381 -2.953
H 3.758 -3.655 -2.542
H 3.632 -2.212 -1.499
C 3.836 4.453 5.399
Br 2.102 4.539 4.544
Br 4.075 2.807 6.388
Br 5.276 4.741 4.141
H 3.875 5.264 6.116
C -2.528 1.261 -5.337
Br -0.626 0.987 -5.551
Br -3.019 1.490 -3.481
Br -3.170 2.721 -6.434
H -3.021 0.363 -5.686
C 8.365 6.912 6.169
Br 6.834 7.842 5.437
Br 7.863 5.259 7.041
Br 9.742 6.627 4.839
H 8.786 7.556 6.929
C 2.361 3.340 -7.462
Br 1.144 3.056 -8.939
Br 1.504 4.316 -6.033
Br 3.134 1.679 -6.837
H 3.175 3.952 -7.828
C -1.184 -1.947 7.217
Br -2.449 -2.243 8.652
Br -2.019 -1.148 5.668
Br 0.338 -0.912 7.812
H -0.817 -2.920 6.910
C 2.305 -9.070 -1.928
Br 1.417 -10.787 -1.975
Br 2.003 -8.061 -3.551
Br 1.815 -8.054 -0.357
H 3.368 -9.262 -1.865
C 7.912 4.606 11.040
Br 6.612 3.258 10.551
Br 9.638 4.229 10.251
Br 7.302 6.394 10.619
H 8.029 4.557 12.115
C -5.106 0.876 -7.985
Br -7.000 1.107 -8.303
Br -4.764 -0.519 -6.686
Br -4.128 0.580 -9.626
H -4.738 1.802 -7.559
C -6.061 -2.756 -1.486
Br -6.337 -1.232 -0.326
Br -6.161 -2.265 -3.354
Br -4.403 -3.667 -1.083
H -6.866 -3.453 -1.294
C -4.660 -4.650 6.645
Br -6.215 -4.801 5.504
Br -4.566 -6.080 7.943
Br -3.039 -4.524 5.595
H -4.758 -3.723 7.198
C 1.767 2.482 10.184
Br 1.443 3.984 11.359
Br 1.509 2.935 8.322
Br 3.513 1.701 10.474
H 1.034 1.723 10.427
C -8.835 0.876 -4.371
Br -10.338 0.194 -3.361
Br -9.347 2.357 -5.505
Br -7.349 1.334 -3.221
H -8.500 0.077 -5.021
C 11.387 5.564 1.372
Br 13.195 6.126 1.777
Br 10.603 6.636 -0.034
Br 11.299 3.675 0.968
H 10.794 5.727 2.264
C -0.963 7.420 -7.274
Br -1.759 5.672 -7.031
Br 0.277 7.857 -5.850
Br -0.143 7.597 -9.017
H -1.767 8.145 -7.228
C -7.904 -6.101 2.016
Br -8.996 -6.390 0.445
Br -8.869 -5.141 3.391
Br -7.157 -7.754 2.686
H -7.073 -5.475 1.715
C -4.494 9.622 -9.175
Br -5.268 7.869 -8.919
Br -3.271 10.076 -7.746
Br -3.658 9.791 -10.911
H -5.304 10.339 -9.139
C -0.512 1.899 -12.315
Br -1.998 2.652 -13.297
Br -1.066 0.414 -11.205
Br 0.949 1.412 -13.485
H -0.144 2.673 -11.652
*
```

Frontier orbital gap in Ha: 0.2835
Highest occupied orbital energy in eV: -8.162

Results of the Mulliken charge analysis, in e, for atoms 1 through 4: -0.82, -0.30, -0.74, 0.00

A structure of composition C28H40F7InNO23. Source: OMol25; level of theory: ωB97M-V with the def2-TZVPD basis set.

```
! wB97M-V def2-TZVPD RIJCOSX def2/J DEFGRID3
* xyz -1 1
C -4.664 -2.879 -0.855
C -3.697 -4.064 -0.927
C -3.596 -4.715 0.464
C -2.325 -3.615 -1.475
C -1.465 -4.835 -1.800
C -1.619 -2.670 -0.523
O -0.372 -2.290 -1.047
In 0.592 -0.987 0.316
O 1.165 0.801 -0.576
C 2.251 -2.063 1.358
N 2.426 -1.481 2.730
H -4.562 -2.230 -1.718
H -5.691 -3.202 -0.727
H -4.400 -2.280 0.009
H -4.103 -4.817 -1.597
H -3.659 -3.957 1.234
H -2.631 -5.196 0.585
H -4.343 -5.487 0.606
H -2.494 -3.056 -2.391
H -2.112 -5.616 -2.203
H -0.737 -4.622 -2.572
H -0.980 -5.259 -0.928
H -2.257 -1.786 -0.408
H -1.505 -3.105 0.476
H -0.585 -0.563 1.606
H 0.532 1.465 -0.257
H 1.949 -3.103 1.427
H 3.193 -2.028 0.823
H 1.663 -0.834 2.894
H 2.278 -2.234 3.392
C 2.308 -5.471 -1.921
C 3.414 -5.470 -0.896
O 2.731 -5.830 0.293
C 1.649 -6.578 -0.069
O 1.017 -7.251 0.675
O 1.424 -6.475 -1.398
F 3.971 -4.244 -0.761
H 1.791 -4.511 -1.962
H 2.656 -5.735 -2.912
H 4.210 -6.195 -1.082
C -0.143 4.576 3.259
C 0.112 5.025 1.839
O -0.200 3.872 1.092
C -1.119 3.149 1.803
O -1.751 2.254 1.371
O -1.183 3.613 3.084
F 1.420 5.351 1.634
H 0.737 4.091 3.686
H -0.466 5.382 3.914
H -0.512 5.855 1.506
C -1.148 -5.677 -6.808
C -1.568 -4.287 -6.384
O -0.832 -4.091 -5.199
C 0.296 -4.850 -5.280
O 1.243 -4.728 -4.583
O 0.182 -5.757 -6.287
F -2.899 -4.231 -6.118
H -1.771 -6.436 -6.333
H -1.151 -5.824 -7.885
H -1.315 -3.494 -7.090
C 3.399 7.767 -1.594
C 3.812 7.943 -0.151
O 2.597 8.343 0.464
C 1.574 7.810 -0.270
O 0.455 7.723 0.104
O 2.029 7.377 -1.466
F 4.731 8.929 0.002
H 3.461 8.709 -2.141
H 3.970 7.004 -2.116
H 4.176 7.036 0.332
C 2.530 11.541 2.378
C 2.610 10.177 3.018
O 2.098 10.420 4.319
C 1.240 11.476 4.231
O 0.465 11.791 5.067
O 1.400 12.115 3.044
F 3.888 9.736 3.118
H 3.420 12.134 2.593
H 2.371 11.502 1.304
H 2.007 9.415 2.528
C 3.593 -1.755 6.171
C 4.037 -1.555 7.600
O 2.809 -1.436 8.292
C 1.868 -2.128 7.580
O 0.806 -2.439 7.999
O 2.336 -2.421 6.345
F 4.756 -0.416 7.767
H 3.439 -0.805 5.658
H 4.277 -2.364 5.588
H 4.603 -2.389 8.020
C -4.682 -2.185 -4.807
C -5.756 -1.131 -4.682
O -6.911 -1.901 -4.410
C -6.504 -3.054 -3.796
O -7.225 -3.808 -3.240
O -5.164 -3.204 -3.924
F -5.942 -0.448 -5.843
H -4.630 -2.585 -5.817
H -3.699 -1.836 -4.501
H -5.598 -0.416 -3.874
*
```

Frontier orbital gap in Ha: 0.2296
Highest occupied orbital energy in eV: -4.615

Results of the Mulliken charge analysis, in e, for atoms 1 through 4: -1.75, 0.79, -1.79, 1.33

A structure of composition C28H40F7N4P3Tb in a non-equilibrium geometry. Source: OMol25; level of theory: ωB97M-V with the def2-TZVPD basis set.

```
! wB97M-V def2-TZVPD RIJCOSX def2/J DEFGRID3
* xyz 2 8
Tb -0.199 -0.479 0.622
C 1.936 2.281 0.220
C 1.169 2.564 1.513
N -0.198 2.026 1.427
C -0.867 2.084 2.741
C -0.384 0.971 3.640
C -0.635 0.966 5.004
C -0.129 -0.070 5.772
C 0.652 -1.040 5.162
C 0.844 -0.972 3.792
C 1.675 -1.993 3.056
N 2.040 -1.497 1.719
C 3.063 -0.439 1.769
C 3.237 0.175 0.379
N 2.009 0.839 -0.122
N 0.313 0.000 3.041
H 2.938 2.715 0.301
H 1.415 2.790 -0.596
H 1.156 3.651 1.671
H 1.674 2.113 2.370
H -0.726 2.673 0.799
H -1.947 1.974 2.600
H -0.699 3.045 3.245
H -1.219 1.752 5.452
H -0.321 -0.110 6.832
H 1.091 -1.835 5.741
H 1.081 -2.905 2.937
H 2.560 -2.246 3.655
H 2.471 -2.280 1.225
H 4.034 -0.827 2.100
H 2.743 0.320 2.481
H 3.496 -0.623 -0.323
H 4.078 0.878 0.407
H 2.086 0.816 -1.139
C 1.990 -2.963 -1.976
P 0.611 -2.910 -0.747
C 0.949 -4.481 0.148
C -0.786 -3.339 -1.849
C -1.149 -4.663 -2.081
C -2.202 -4.971 -2.925
C -2.903 -3.954 -3.548
C -2.550 -2.634 -3.328
C -1.499 -2.307 -2.478
P -1.080 -0.543 -2.145
C -0.211 -0.163 -3.725
C -2.695 0.286 -2.434
H 1.862 -3.829 -2.625
H 2.946 -3.051 -1.464
H 1.999 -2.062 -2.585
H 1.166 -5.294 -0.545
H 0.096 -4.741 0.773
H 1.821 -4.357 0.790
H -0.629 -5.473 -1.596
H -2.472 -6.003 -3.094
H -3.732 -4.188 -4.196
H -3.119 -1.863 -3.822
H -0.789 -0.569 -4.555
H 0.782 -0.607 -3.744
H -0.118 0.912 -3.857
H -2.969 0.256 -3.487
H -2.633 1.330 -2.132
H -3.470 -0.198 -1.841
F -2.175 0.170 0.904
P -2.921 -1.300 1.561
F -2.770 -0.588 2.968
F -1.265 -1.860 1.822
F -2.632 -1.861 0.053
F -3.445 -2.656 2.097
F -4.299 -0.685 1.187
F 2.314 5.549 -3.729
C 1.350 5.137 -2.904
C 0.857 3.842 -3.050
C -0.135 3.407 -2.207
C -0.683 4.263 -1.209
C -1.708 3.831 -0.381
C -0.125 5.565 -1.081
C 0.877 5.995 -1.914
H 1.263 3.221 -3.832
H -0.528 2.401 -2.293
H -2.243 2.915 -0.585
H -2.150 4.512 0.323
H -0.531 6.220 -0.327
H 1.294 6.986 -1.833
*
```

Frontier orbital gap (alpha / beta) in Ha: 0.2687 / 0.3178
Highest occupied orbital energy (alpha / beta) in eV: -12.359 / -14.440
Expectation value of S²: 16.455

Results of the Mulliken charge analysis, in e, for atoms 1 through 4: -0.12, 0.01, -0.99, 1.48

For reference, DFT total energy by record: -3006.00193; -8355.08541; -133814.72357; -3765.51207; -3857.39485 a.u..